(1)
Entry from the Open Molecules 2025 dataset: the molecule C4H8OS at a distorted geometry (ωB97M-V with the def2-TZVPD basis set).

Properties
ΔE to the lowest compared entry with this formula, charge and spin = 40.2 kcal per mole
2S+1 = 1
SMILES = COC1CSC1

Geometry as XYZ:
```
14
Properties=species:S:1:pos:R:3:nbo_charge:R:1
C 2.045 -0.385 0.056 -0.266
O 0.994 0.675 -0.276 -0.544
C -0.238 0.312 0.318 0.045
C -1.361 1.224 -0.059 -0.450
S -2.690 -0.184 0.017 0.091
C -0.961 -0.936 -0.156 -0.502
H 1.742 -1.225 -0.545 0.184
H 2.901 0.128 -0.372 0.207
H 2.088 -0.547 1.157 0.185
H -0.048 0.354 1.423 0.174
H -1.256 1.459 -1.134 0.216
H -1.510 2.184 0.452 0.223
H -0.887 -1.147 -1.203 0.217
H -0.820 -1.912 0.322 0.219
```

(2)
Entry from the Open Molecules 2025 dataset: a structure of composition C4H8OS at a distorted geometry (ωB97M-V with the def2-TZVPD basis set).

Properties
ΔE to the lowest compared entry with this formula, charge and spin = 123.0 kcal per mole
2S+1 = 1

Geometry as XYZ:
```
14
Properties=species:S:1:pos:R:3:nbo_charge:R:1
C -0.019 0.156 0.775 -0.455
C 0.134 1.170 -0.369 -0.383
C 0.317 -0.070 -1.437 -0.418
C -0.154 -0.844 -0.140 0.070
H -2.324 1.298 1.579 0.146
H 1.038 0.048 1.084 0.254
H -0.820 1.809 -0.355 0.220
H 1.130 1.778 -0.251 0.217
H 1.368 -0.406 -1.455 0.228
H -0.215 0.025 -2.678 0.228
H -1.078 -1.224 -0.182 0.178
H 0.923 -2.368 1.206 0.483
O 0.779 -1.852 0.108 -0.747
S -1.080 0.480 2.115 -0.021
```

(3)
Entry from the Open Molecules 2025 dataset: a structure of composition C4H8OS2 at a distorted geometry (ωB97M-V with the def2-TZVPD basis set).

Properties
ΔE to the lowest compared entry with this formula, charge and spin = 86.2 kcal per mole
2S+1 = 1

Geometry as XYZ:
```
15
Properties=species:S:1:pos:R:3:nbo_charge:R:1
C -0.991 0.168 0.151 -0.544
C -2.361 0.726 0.399 0.397
O -2.733 1.212 1.493 -0.531
C -0.805 -1.192 0.845 -0.538
S 0.536 -2.000 -0.136 0.099
S 2.138 0.176 0.579 0.093
C 2.657 0.676 -1.091 -0.775
H -0.879 0.004 -0.930 0.220
H -0.197 0.888 0.469 0.262
H -3.264 0.421 -0.104 0.135
H -1.705 -1.852 0.597 0.230
H -0.904 -1.038 1.931 0.250
H 2.955 1.645 -1.235 0.230
H 1.932 0.159 -1.785 0.252
H 3.621 0.008 -1.182 0.219
```

(4)
Entry from the Open Molecules 2025 dataset: the molecule C4H8OS2 at a distorted geometry (ωB97M-V with the def2-TZVPD basis set).

Properties
ΔE to the lowest compared entry with this formula, charge and spin = 32.1 kcal per mole
2S+1 = 1
SMILES = CS[C@@](C)(S)C=O

Geometry as XYZ:
```
15
Properties=species:S:1:pos:R:3:nbo_charge:R:1
C -1.603 0.473 0.822 -0.816
S -0.096 1.440 0.858 0.273
C 1.107 0.400 -0.144 -0.394
C 0.445 -0.298 -1.345 -0.634
S 2.417 1.474 -0.614 0.050
C 1.346 -0.551 1.003 0.394
O 0.757 -1.550 1.210 -0.552
H -2.268 0.737 -0.022 0.226
H -2.377 0.716 1.722 0.255
H -1.379 -0.643 0.869 0.255
H -0.008 0.443 -2.116 0.230
H -0.352 -0.834 -0.883 0.225
H 1.152 -0.961 -1.936 0.230
H 3.315 0.421 -0.695 0.131
H 2.104 -0.181 1.865 0.127
```

(5)
Entry from the Open Molecules 2025 dataset: the molecule C4H8OS2 at a distorted geometry (ωB97M-V with the def2-TZVPD basis set).

Properties
ΔE to the lowest compared entry with this formula, charge and spin = 85.8 kcal per mole
2S+1 = 1

Geometry as XYZ:
```
15
Properties=species:S:1:pos:R:3:nbo_charge:R:1
C 0.391 -1.041 0.050 -0.518
C -1.732 -0.515 -0.777 -0.274
C -0.558 0.148 -0.244 -0.309
C -0.852 1.235 0.911 -0.609
O 4.345 0.732 -0.265 -0.827
S 2.008 -0.480 0.676 0.013
S 3.400 -0.247 -0.785 0.847
H 0.073 -1.753 0.849 0.240
H 0.400 -1.492 -0.894 0.232
H -1.858 -0.841 -1.768 0.175
H -2.514 -0.910 -0.207 0.169
H -0.073 0.809 -0.973 0.213
H -1.622 1.990 0.393 0.218
H -0.003 1.743 1.380 0.231
H -1.407 0.622 1.654 0.199
```

(6)
Entry from the Open Molecules 2025 dataset: a structure of composition C4H8OS2 at a distorted geometry (ωB97M-V with the def2-TZVPD basis set).

Properties
ΔE to the lowest compared entry with this formula, charge and spin = 66.1 kcal per mole
2S+1 = 1

Geometry as XYZ:
```
15
Properties=species:S:1:pos:R:3:nbo_charge:R:1
C -0.914 0.245 0.676 -0.438
C -0.185 1.611 0.947 -0.605
C 1.834 0.026 0.395 -0.706
C 0.033 -0.663 -0.180 -0.312
O 1.265 1.960 -1.170 -0.999
S -0.126 -2.401 -0.063 0.032
S 1.505 1.716 0.249 1.293
H -1.090 -0.107 1.668 0.208
H -1.852 0.412 0.176 0.231
H -0.703 2.520 0.742 0.243
H -0.011 1.507 2.058 0.212
H 1.837 -0.469 1.376 0.233
H 2.731 -0.381 -0.281 0.264
H -0.143 -0.448 -1.209 0.222
H 0.311 -2.565 -1.288 0.122
```

(7)
Entry from the Open Molecules 2025 dataset: a cluster of 2 separate species, C4H8OS2 in total at a distorted geometry (ωB97M-V with the def2-TZVPD basis set).

Properties
ΔE to the lowest compared entry with this formula, charge and spin = 69.2 kcal per mole
2S+1 = 1
SMILES = C=C=C.CSSO

Geometry as XYZ:
```
15
Properties=species:S:1:pos:R:3:nbo_charge:R:1
C 1.503 -1.125 -1.388 -0.491
C 1.846 -1.425 -0.181 0.110
C 2.099 -1.466 1.083 -0.525
H 0.456 -0.886 -1.661 0.231
H 2.148 -1.223 -2.209 0.217
H 1.932 -2.437 1.545 0.214
H 2.765 -0.861 1.734 0.234
C -1.657 0.609 1.552 -0.766
S -2.869 0.513 0.173 0.066
S -1.995 0.078 -1.508 0.378
O -2.040 -1.569 -1.552 -0.850
H -2.142 0.233 2.518 0.235
H -1.397 1.679 1.591 0.227
H -0.811 -0.080 1.307 0.246
H -2.853 -1.800 -1.855 0.472
```

(8)
Entry from the Open Molecules 2025 dataset: the molecule C4H8OS3 at a distorted geometry (ωB97M-V with the def2-TZVPD basis set).

Properties
ΔE to the lowest compared entry with this formula, charge and spin = 38.6 kcal per mole
2S+1 = 1
SMILES = CSCOCSC=S

Geometry as XYZ:
```
16
Properties=species:S:1:pos:R:3:nbo_charge:R:1
C 1.773 1.838 -0.216 -0.729
S 2.509 0.241 -0.713 0.203
C 1.341 -0.824 0.137 -0.216
O 0.023 -0.532 -0.307 -0.555
C -0.844 -1.557 0.037 -0.226
S -2.375 -1.205 -0.742 0.368
C -2.749 0.316 -0.050 -0.525
S -4.031 1.229 -0.354 0.046
H 0.731 1.827 -0.282 0.225
H 2.283 2.663 -0.814 0.238
H 1.941 1.933 0.827 0.207
H 1.366 -0.720 1.218 0.179
H 1.571 -1.813 -0.143 0.190
H -0.495 -2.480 -0.347 0.201
H -1.058 -1.568 1.081 0.186
H -1.986 0.653 0.668 0.206
```

(9)
Entry from the Open Molecules 2025 dataset: the molecule C4H8S at a distorted geometry (ωB97M-V with the def2-TZVPD basis set).

Properties
ΔE to the lowest compared entry with this formula, charge and spin = 17.8 kcal per mole
2S+1 = 1
SMILES = C=CSCC

Geometry as XYZ:
```
13
Properties=species:S:1:pos:R:3:nbo_charge:R:1
C -0.177 -1.784 -1.681 -0.405
C 0.251 -0.550 -1.375 -0.358
S -0.662 0.900 -1.035 0.224
C 0.187 1.318 0.505 -0.506
C -0.230 0.428 1.689 -0.628
H 0.590 -2.483 -1.855 0.195
H -1.148 -2.083 -2.073 0.210
H 1.318 -0.266 -1.279 0.202
H 1.208 1.274 0.386 0.201
H -0.206 2.343 0.637 0.224
H -1.164 0.862 1.981 0.208
H -0.371 -0.654 1.594 0.226
H 0.404 0.695 2.507 0.207
```

(10)
Entry from the Open Molecules 2025 dataset: the molecule C4H8S at a distorted geometry (ωB97M-V with the def2-TZVPD basis set).

Properties
ΔE to the lowest compared entry with this formula, charge and spin = 18.4 kcal per mole
2S+1 = 1
SMILES = CSC1CC1

Geometry as XYZ:
```
13
Properties=species:S:1:pos:R:3:nbo_charge:R:1
C 1.272 -0.270 1.633 -0.745
S 0.894 0.604 0.080 0.247
C -0.741 0.143 -0.042 -0.425
C -1.452 0.173 -1.376 -0.405
C -1.081 -1.166 -0.757 -0.431
H 0.808 0.224 2.501 0.213
H 2.366 -0.082 1.814 0.228
H 1.052 -1.313 1.610 0.214
H -1.378 0.370 0.804 0.213
H -0.811 0.622 -2.098 0.221
H -2.458 0.594 -1.384 0.223
H -1.706 -1.765 -0.131 0.225
H -0.161 -1.586 -1.148 0.222
```

(11)
Entry from the Open Molecules 2025 dataset: the molecule C4H8S at a distorted geometry (ωB97M-V with the def2-TZVPD basis set).

Properties
ΔE to the lowest compared entry with this formula, charge and spin = 28.1 kcal per mole
2S+1 = 1
SMILES = C=C[C@H](C)S

Geometry as XYZ:
```
13
Properties=species:S:1:pos:R:3:nbo_charge:R:1
C -0.486 1.100 1.786 -0.402
C 0.182 0.745 0.687 -0.170
C -0.411 -0.018 -0.543 -0.371
C 0.327 -1.271 -0.530 -0.617
S -0.246 0.768 -2.163 -0.021
H -1.437 0.713 2.035 0.194
H 0.014 1.643 2.640 0.202
H 1.193 0.989 0.470 0.195
H -1.511 -0.186 -0.584 0.227
H 1.296 -1.109 -0.867 0.205
H -0.320 -1.936 -1.172 0.220
H 0.213 -1.757 0.451 0.222
H 1.184 0.319 -2.209 0.116
```

(12)
Entry from the Open Molecules 2025 dataset: the molecule C4H8S2 at a distorted geometry (ωB97M-V with the def2-TZVPD basis set).

Properties
ΔE to the lowest compared entry with this formula, charge and spin = 102.2 kcal per mole
2S+1 = 1
SMILES = CS/C=C/SC

Geometry as XYZ:
```
14
Properties=species:S:1:pos:R:3:nbo_charge:R:1
C -1.416 2.321 -1.469 -0.841
S 0.124 1.525 -1.641 0.300
C -0.049 -0.035 -0.760 -0.363
C 1.054 -0.863 -0.316 -0.455
S 0.779 -2.419 0.332 0.241
C 1.012 -1.883 2.092 -0.766
H -1.932 3.074 -0.511 0.234
H -1.361 3.045 -2.486 0.252
H -2.299 1.452 -1.553 0.224
H -1.254 -0.272 -0.743 0.234
H 2.251 -0.541 -0.266 0.240
H 1.660 -0.881 2.253 0.241
H 1.471 -2.890 2.493 0.234
H -0.039 -1.632 2.575 0.226
```

(13)
Entry from the Open Molecules 2025 dataset: the molecule C4H8S2 at a distorted geometry (ωB97M-V with the def2-TZVPD basis set).

Properties
ΔE to the lowest compared entry with this formula, charge and spin = 91.9 kcal per mole
2S+1 = 1
SMILES = C=C(CS)SC

Geometry as XYZ:
```
14
Properties=species:S:1:pos:R:3:nbo_charge:R:1
C -1.270 1.856 0.719 -0.336
C -0.567 0.949 -0.059 -0.149
C 0.871 1.040 -0.526 -0.526
S 2.075 -0.300 0.031 -0.025
S -1.438 -0.550 -0.641 0.169
C -0.739 -1.721 0.729 -0.811
H -2.097 1.685 1.191 0.192
H -0.803 2.818 1.030 0.188
H 1.456 1.884 -0.302 0.234
H 0.808 0.716 -1.579 0.245
H 2.386 -0.030 1.223 0.107
H -1.561 -1.885 1.685 0.228
H 0.453 -1.336 0.989 0.255
H -0.611 -2.992 0.341 0.229
```

(14)
Entry from the Open Molecules 2025 dataset: a cluster of 2 separate species, C4H8S4 in total at a distorted geometry (ωB97M-V with the def2-TZVPD basis set).

Properties
ΔE to the lowest compared entry with this formula, charge and spin = 38.8 kcal per mole
2S+1 = 1
SMILES = S[C@@H]1CS1.CC(=S)S

Geometry as XYZ:
```
16
Properties=species:S:1:pos:R:3:nbo_charge:R:1
S 1.261 0.097 -1.992 0.036
C 2.089 0.719 -0.590 -0.501
C 2.650 -0.386 0.343 -0.519
S 1.335 0.580 1.048 0.147
H 0.585 1.181 -2.252 0.123
H 2.757 1.565 -0.713 0.236
H 2.252 -1.370 0.139 0.233
H 3.704 -0.184 0.798 0.242
C -2.264 -0.980 -0.353 -0.712
C -2.109 0.277 0.456 -0.277
S -2.101 1.784 -0.020 0.054
S -1.700 -0.159 2.144 0.041
H -3.268 -1.557 -0.324 0.251
H -1.705 -1.833 -0.021 0.240
H -2.053 -0.839 -1.392 0.246
H -1.433 1.106 2.727 0.159
```

(15)
Entry from the Open Molecules 2025 dataset: the molecule C4H8Se2 at a distorted geometry (ωB97M-V with the def2-TZVPD basis set).

Properties
ΔE to the lowest compared entry with this formula, charge and spin = 26.4 kcal per mole
2S+1 = 1
SMILES = [SeH]C/C=C/C[SeH]

Geometry as XYZ:
```
14
Properties=species:S:1:pos:R:3:nbo_charge:R:1
Se -2.798 0.015 -1.370 0.083
C -2.327 -0.332 0.447 -0.616
C -0.479 -0.591 0.542 -0.140
C 0.275 0.449 0.125 -0.255
C 1.778 0.266 0.252 -0.578
Se 2.472 -0.264 -1.524 0.036
H -1.372 0.427 -1.724 0.083
H -2.961 -0.987 1.014 0.228
H -2.389 0.461 1.147 0.205
H -0.041 -1.306 1.179 0.190
H -0.170 1.259 -0.406 0.213
H 2.199 1.322 0.446 0.242
H 1.939 -0.631 0.883 0.233
H 3.875 -0.089 -1.012 0.075
```

(16)
Entry from the Open Molecules 2025 dataset: a structure of composition C4H9AlO3 at a distorted geometry (ωB97M-V with the def2-TZVPD basis set).

Properties
E = -625.154443 hartree
2S+1 = 1
total charge = +2

Geometry as XYZ:
```
17
Properties=species:S:1:pos:R:3:nbo_charge:R:1
O 1.659 0.471 -0.252 -0.954
C 0.245 0.596 -0.232 -0.088
C -0.408 -0.731 0.108 -0.435
C -1.923 -0.707 -0.110 -0.485
C -2.666 0.182 0.847 0.437
O -3.548 0.948 0.530 0.037
H 2.381 -0.212 0.457 0.638
H -0.102 0.951 -1.216 0.230
H -0.019 1.363 0.513 0.215
H -0.180 -0.993 1.153 0.243
H 0.013 -1.523 -0.530 0.278
H -2.184 -0.428 -1.140 0.285
H -2.383 0.072 1.920 0.312
H -2.314 -1.723 0.069 0.337
Al 2.672 0.994 -1.250 1.624
O 3.958 0.171 -0.549 -1.212
H 4.798 0.569 -0.317 0.538
```

(17)
Entry from the Open Molecules 2025 dataset: the molecule C4H9B at a distorted geometry (ωB97M-V with the def2-TZVPD basis set).

Properties
ΔE to the lowest compared entry with this formula, charge and spin = 72.6 kcal per mole
2S+1 = 1

Geometry as XYZ:
```
14
Properties=species:S:1:pos:R:3:nbo_charge:R:1
B 0.376 -0.665 0.149 0.771
C -0.562 -1.759 -0.616 -0.891
C -1.609 -1.111 -1.473 -0.321
C 1.350 1.441 1.346 -0.587
C 0.368 0.870 0.314 -0.909
H 0.050 -2.441 -1.208 0.248
H -1.040 -2.368 0.152 0.254
H -2.404 -0.576 -0.977 0.162
H -1.280 -0.670 -2.401 0.162
H 2.352 1.048 1.182 0.207
H 1.392 2.528 1.286 0.203
H 1.041 1.167 2.355 0.204
H -0.637 1.235 0.557 0.242
H 0.604 1.300 -0.668 0.254
```

(18)
Entry from the Open Molecules 2025 dataset: the molecule C4H9BO2 at a distorted geometry (ωB97M-V with the def2-TZVPD basis set).

Properties
ΔE to the lowest compared entry with this formula, charge and spin = 79.5 kcal per mole
2S+1 = 1

Geometry as XYZ:
```
16
Properties=species:S:1:pos:R:3:nbo_charge:R:1
B -0.550 -0.561 -0.057 0.374
C -1.943 -0.202 0.345 0.763
C -0.320 -1.846 -1.164 -0.842
C 0.423 -0.423 1.219 -0.878
C -0.604 2.055 -0.294 -0.264
O -2.971 0.261 0.358 -0.393
O -0.646 0.742 -0.823 -0.654
H -0.870 -1.522 -2.074 0.233
H -0.804 -2.821 -0.900 0.217
H 0.768 -1.995 -1.138 0.233
H 1.384 0.071 1.127 0.235
H 0.557 -1.416 1.480 0.224
H -0.112 -0.021 2.146 0.205
H -1.584 2.742 -0.531 0.171
H 0.158 2.574 -0.829 0.195
H -0.369 2.149 0.801 0.180
```

(19)
Entry from the Open Molecules 2025 dataset: the ion C4H9Br2N2 with charge +1 at a distorted geometry (ωB97M-V with the def2-TZVPD basis set).

Properties
ΔE to the lowest compared entry with this formula, charge and spin = 14.3 kcal per mole
2S+1 = 1
total charge = +1
SMILES = C/C(N)=[NH+]/C(C)(Br)Br

Geometry as XYZ:
```
17
Properties=species:S:1:pos:R:3:nbo_charge:R:1
C -2.465 0.122 -0.313 -0.675
C -1.103 0.082 0.455 0.601
N -1.098 0.345 1.730 -0.666
N 0.060 0.072 -0.258 -0.629
C 1.438 -0.239 -0.007 0.187
C 2.386 -0.288 -1.216 -0.712
Br 1.650 -1.861 1.144 0.118
Br 2.044 1.607 1.323 -0.110
H -3.116 -0.818 -0.238 0.287
H -2.284 -0.023 -1.417 0.259
H -2.987 0.894 0.089 0.255
H -1.906 0.365 2.197 0.411
H -0.278 0.354 2.357 0.456
H -0.230 -0.011 -1.216 0.423
H 1.929 -0.595 -2.172 0.250
H 2.690 0.839 -1.373 0.273
H 3.270 -0.844 -1.084 0.272
```

(20)
Entry from the Open Molecules 2025 dataset: a cluster of 2 separate species, C4H9BrN in total at a distorted geometry (ωB97M-V with the def2-TZVPD basis set).

Properties
ΔE to the lowest compared entry with this formula, charge and spin = 97.1 kcal per mole
2S+1 = 1
total charge = +1

Geometry as XYZ:
```
15
Properties=species:S:1:pos:R:3:nbo_charge:R:1
C 0.298 -0.458 -0.986 -0.270
C -0.028 -0.586 0.436 -0.041
C 1.460 1.243 0.306 -0.448
C -2.581 -1.078 0.459 -0.378
N 0.251 0.684 -0.101 -0.416
Br -3.267 0.423 -0.236 0.203
H 1.210 -0.738 -1.439 0.246
H -0.509 -0.371 -1.804 0.240
H 0.728 -0.976 1.122 0.235
H 1.420 1.941 1.209 0.265
H 2.218 0.451 0.833 0.247
H 1.898 1.618 -0.611 0.239
H -2.927 -1.353 1.378 0.200
H -2.726 -1.959 -0.199 0.224
H -0.596 1.285 -0.352 0.454
```